No. 1
{"formula": "CH2O5PS", "method": "the ωB97M-V functional and the def2-TZVPD basis", "gap_ev": 9.26, "charge": -1, "elements": ["C", "O", "O", "O", "O", "O", "P", "S", "H", "H"], "positions_angstrom": [[-0.02744, 0.20174, -0.23119], [0.20371, -0.59889, -1.11608], [-1.04310, 0.74050, 0.14421], [-3.79220, 0.64936, 0.10100], [-2.80928, -1.45310, 0.80292], [1.24430, 0.65561, 0.40146], [2.62062, 0.24279, -0.46685], [-2.87893, -0.39377, -0.21532], [3.38201, 0.94776, 0.64268], [3.10031, -0.99200, -0.06284]]}

=====

No. 2
{"formula": "C5H4N2", "method": "the ωB97M-V functional and the def2-TZVPD basis", "gap_ev": 10.02, "smiles": "C#Cc1ccn[nH]1", "charge": 0, "elements": ["C", "C", "C", "C", "C", "N", "N", "H", "H", "H", "H"], "positions_angstrom": [[2.78618, -0.26799, -0.10047], [1.60445, -0.32152, 0.12478], [0.19097, -0.18849, 0.20861], [-0.82487, -0.80443, -0.49588], [-1.94611, 0.01613, -0.27584], [-1.66645, 1.03747, 0.52580], [-0.37487, 0.88859, 0.81534], [3.80910, -0.16435, -0.38174], [-0.74180, -1.69404, -1.10276], [-2.93404, -0.07174, -0.70647], [0.09744, 1.57037, 1.38863]]}

=====

No. 3
{"formula": "C3H4NOP", "method": "the ωB97M-V functional and the def2-TZVPD basis", "gap_ev": 8.51, "charge": 0, "elements": ["C", "C", "C", "N", "O", "P", "H", "H", "H", "H"], "positions_angstrom": [[0.07230, -0.97440, -0.05058], [-3.10645, 0.13744, -0.02003], [0.75332, 0.22322, -0.09019], [2.04156, 0.62091, 0.17711], [-0.15422, 1.23908, -0.00882], [-1.46907, -0.00703, 0.13666], [0.25326, -2.09174, 0.09181], [-3.33487, -0.92965, -0.20356], [2.87262, 0.08635, -0.26404], [2.07156, 1.69583, 0.23165]]}

=====

No. 4
{"formula": "C5H8O2", "method": "the ωB97M-V functional and the def2-TZVPD basis", "gap_ev": 10.09, "smiles": "O=C1CC(CO)C1", "charge": 0, "elements": ["O", "C", "C", "C", "C", "O", "C", "H", "H", "H", "H", "H", "H", "H", "H"], "positions_angstrom": [[-1.63678, 1.09330, 0.63880], [-1.50615, -0.23128, 0.16334], [-0.04981, -0.60537, 0.06920], [0.81822, -0.39256, 1.33701], [1.85402, 0.27139, 0.43138], [3.02108, 0.52904, 0.55160], [0.86552, 0.36060, -0.72959], [-2.52673, 1.32578, 0.38174], [-2.04770, -0.91214, 0.83591], [-1.97305, -0.29043, -0.82348], [0.00984, -1.63178, -0.30481], [0.37243, 0.33952, 2.02136], [1.14344, -1.27114, 1.90033], [0.43257, 1.36622, -0.79755], [1.22801, 0.04717, -1.71212]]}

=====

No. 5
{"formula": "C45H30CaI2N9O3S", "method": "the ωB97M-V functional and the def2-TZVPD basis", "gap_ev": 6.41, "charge": -1, "elements": ["Ca", "O", "C", "O", "C", "C", "C", "N", "C", "C", "C", "C", "C", "C", "C", "N", "C", "C", "C", "C", "C", "N", "H", "H", "H", "H", "H", "H", "H", "H", "H", "H", "I", "C", "C", "C", "I", "C", "C", "C", "C", "N", "C", "C", "O", "H", "H", "H", "H", "S", "C", "N", "N", "C", "C", "C", "C", "C", "C", "N", "N", "C", "C", "C", "C", "C", "C", "H", "H", "H", "H", "H", "H", "H", "H", "H", "H", "H", "N", "C", "C", "C", "C", "C", "C", "C", "H", "H", "H", "H", "H"], "positions_angstrom": [[-0.80900, -0.69289, -0.50471], [4.09656, -5.91386, -1.65618], [3.54289, -5.71466, -0.56097], [3.66892, -6.29291, 0.53040], [2.55849, -4.52626, -0.54794], [2.33633, -3.78049, -1.69569], [1.40111, -2.75952, -1.67676], [0.69380, -2.47325, -0.57828], [0.91733, -3.16797, 0.54235], [1.83570, -4.20338, 0.59019], [0.09675, -2.78330, 1.74230], [0.55133, -3.06203, 3.02624], [-0.22588, -2.69371, 4.10554], [-1.44732, -2.07815, 3.87952], [-1.82259, -1.83827, 2.57340], [-1.07389, -2.16800, 1.51534], [1.05425, -1.96787, -2.90322], [1.61168, -2.27566, -4.14270], [1.15878, -1.61016, -5.26412], [0.15765, -0.66075, -5.13028], [-0.31614, -0.39216, -3.86127], [0.13272, -1.00462, -2.76590], [2.91456, -4.05070, -2.56685], [2.00847, -4.79832, 1.47552], [1.51582, -3.52657, 3.16561], [0.12118, -2.86934, 5.11488], [-2.08632, -1.76990, 4.69663], [-2.76550, -1.35386, 2.34480], [2.36623, -3.04227, -4.22459], [1.56977, -1.84669, -6.23736], [-0.25146, -0.14137, -5.98510], [-1.09203, 0.34680, -3.70617], [-4.34248, -2.66325, -3.92711], [-4.71774, -1.30032, -2.41389], [-6.00863, -0.75899, -2.27687], [-6.30105, 0.15496, -1.30523], [-8.25025, 0.87415, -1.16933], [-5.27964, 0.60217, -0.42398], [-5.46119, 1.56224, 0.59745], [-4.41071, 1.94785, 1.37488], [-3.14759, 1.38123, 1.13203], [-2.93920, 0.48819, 0.20291], [-3.98387, 0.06746, -0.57540], [-3.66772, -0.95754, -1.56918], [-2.49491, -1.45651, -1.62783], [-6.78333, -1.08146, -2.95905], [-6.44359, 1.99054, 0.74904], [-4.53275, 2.68546, 2.15740], [-2.27515, 1.67223, 1.70549], [0.92665, 0.19125, 1.55138], [1.07943, 2.32534, 3.31206], [0.53368, 1.99633, 4.36906], [-0.86509, 2.10914, 4.36921], [-1.54989, 1.29128, 5.26004], [-2.87715, 0.96441, 4.97577], [-3.60978, 0.18684, 5.85586], [-3.03316, -0.28876, 7.02699], [-1.70983, 0.03580, 7.29932], [-0.96543, 0.82133, 6.43296], [1.65649, 2.65651, 2.27466], [1.75169, 1.69322, 1.28950], [2.75838, 1.89288, 0.35418], [3.18714, 0.83281, -0.45203], [4.19864, 1.02544, -1.38132], [4.80254, 2.26354, -1.54838], [4.36144, 3.31934, -0.75897], [3.35783, 3.14892, 0.17927], [-1.27595, 2.14916, 3.44463], [-3.33007, 1.31871, 4.05720], [-4.63670, -0.05910, 5.61553], [-3.60252, -0.90129, 7.71161], [-1.24226, -0.33109, 8.20442], [0.06662, 1.06215, 6.64210], [2.73859, -0.14253, -0.31549], [4.52645, 0.17812, -1.97282], [5.59604, 2.40369, -2.26989], [4.80952, 4.30008, -0.87079], [3.03308, 3.97708, 0.79090], [0.10442, 1.92130, -1.82945], [0.91704, 2.29540, -2.54774], [1.98759, 2.73780, -3.40913], [2.32331, 4.08431, -3.46773], [3.35085, 4.48685, -4.30453], [4.02574, 3.54853, -5.07549], [3.68820, 2.20390, -5.00470], [2.66665, 1.79047, -4.16616], [1.79392, 4.79628, -2.85006], [3.62733, 5.53119, -4.35069], [4.82237, 3.86808, -5.73465], [4.22439, 1.47377, -5.59541], [2.40140, 0.74522, -4.07719]]}

=====

No. 6
{"formula": "C14H13ClN2O12P2RuS2", "method": "the ωB97M-V functional and the def2-TZVPD basis", "gap_ev": [8.12, 6.00], "charge": 0, "spin_multiplicity": 5, "s2": 6.0679, "elements": ["Ru", "O", "P", "O", "O", "O", "P", "O", "O", "O", "H", "H", "O", "Cl", "O", "O", "O", "S", "C", "N", "C", "C", "C", "N", "H", "H", "H", "H", "C", "C", "O", "S", "C", "C", "C", "C", "C", "C", "C", "C", "H", "H", "H", "H", "H", "H", "H"], "positions_angstrom": [[0.70067, -1.79034, 0.83373], [1.72274, -2.05891, -2.43914], [1.46914, -3.44034, -1.69791], [1.16888, -4.57370, -2.56192], [0.42158, -3.10545, -0.59588], [2.84091, -3.62821, -0.85393], [3.05522, -4.04587, 0.68770], [2.44917, -5.50450, 0.81192], [4.46039, -3.97128, 1.07701], [2.11328, -3.09862, 1.50078], [2.06004, -2.18542, -3.33379], [1.48925, -5.54174, 0.71102], [-0.83638, -0.83984, 4.43490], [0.09605, -1.60345, 3.69352], [1.06206, -2.24890, 4.50796], [-0.56447, -2.54543, 2.80529], [0.82808, -0.68724, 2.73127], [2.34594, -0.04025, 0.24583], [3.66210, -0.11769, 1.35653], [3.82069, -1.15242, 2.21290], [4.87147, -1.25358, 3.03511], [5.80173, -0.25499, 3.04876], [5.57955, 0.80615, 2.16801], [4.54797, 0.88126, 1.34751], [3.14456, -1.93857, 2.15610], [4.91641, -2.15180, 3.63430], [6.66295, -0.29159, 3.69572], [6.27941, 1.63257, 2.12278], [-5.82637, 5.95748, -3.78235], [-4.93640, 4.98862, -3.05285], [-3.76319, 5.15018, -2.88454], [-5.83702, 3.54351, -2.46967], [-4.53261, 2.54048, -1.82314], [-3.70147, 3.00615, -0.80484], [-2.71479, 2.18723, -0.30254], [-2.55667, 0.88452, -0.80347], [-3.41048, 0.41751, -1.81331], [-4.38984, 1.24689, -2.32067], [-1.54749, 0.04967, -0.29229], [-0.66186, -0.68290, 0.15678], [-5.66889, 6.95198, -3.36753], [-6.87805, 5.68654, -3.71729], [-5.52187, 5.97498, -4.82889], [-3.83243, 4.00407, -0.41510], [-2.06023, 2.53088, 0.48604], [-3.28619, -0.58754, -2.19140], [-5.04350, 0.89987, -3.10903]]}